w:
# C5H14N2O2

A 2-piece molecular cluster, C5H14N2O2 overall (the ωB97M-V functional and the def2-TZVPD basis, the OMol25 dataset).

Results
**Frontier orbital gap**: 9.7 eV
**Highest occupied orbital energy**: -8.77 eV
**SMILES**: CCN(C)C.NC(=O)O

Atoms and positions in Å:
1 C 0.50121 0.36336 1.57940
2 C 0.18290 -1.91425 0.83504
3 C 2.23637 -0.79252 0.38596
4 C -0.89446 0.95187 1.38745
5 N 0.80207 -0.63100 0.55039
6 H 0.60682 -0.06665 2.59101
7 H 1.22587 1.17428 1.48081
8 H 0.36830 -2.59241 0.00233
9 H 2.42605 -1.51535 -0.40718
10 H -0.89297 -1.80100 0.95096
11 H 0.57649 -2.37442 1.75654
12 H 2.67605 0.16005 0.09323
13 H 2.73096 -1.14255 1.30581
14 H -1.66999 0.19807 1.52051
15 H -1.07937 1.70594 2.15144
16 H -1.07153 0.03567 -0.50543
17 C -1.17332 1.13868 -2.05502
18 N -1.36892 1.13933 -3.39314
19 O -0.81171 2.11909 -1.42273
20 O -1.43542 -0.03003 -1.47814
21 H -0.90772 1.54097 0.40663
22 H -1.25076 1.99698 -3.90065
23 H -1.77692 0.33590 -3.83522

Here are the Löwdin charges for atoms 1 to 2, given in e: -0.26, -0.11

x:
# C5H14N2O2

A 2-piece molecular cluster, C5H14N2O2 overall (the ωB97M-V functional and the def2-TZVPD basis, the OMol25 dataset).

Results
**Frontier orbital gap**: 9.9 eV
**Highest occupied orbital energy**: -9.16 eV
**SMILES**: [H]/N=C(/C)ON.CCCO

Atoms and positions in Å:
1 C 0.56109 -1.00722 -1.87259
2 C 1.82167 -0.80430 -0.75024
3 C 1.58860 -1.70812 0.45247
4 O 0.39784 0.03602 -2.73124
5 H 0.12359 0.89150 -2.09936
6 H -0.33178 -1.16777 -1.25296
7 H 0.82479 -1.92236 -2.40866
8 H 2.69418 -1.14760 -1.30810
9 H 2.16311 0.19019 -0.44245
10 H 2.47232 -1.76755 1.08648
11 H 1.34868 -2.72085 0.12805
12 H 0.74618 -1.35678 1.05014
13 C -2.78425 0.65749 1.64273
14 C -1.40292 1.06054 1.24110
15 N -0.13543 1.64324 -0.70203
16 O -1.38303 1.32446 -0.11097
17 N -0.45843 1.12405 2.06167
18 H 0.63364 1.00640 -0.28588
19 H 0.02699 2.64331 -0.59112
20 H 0.46317 1.33900 1.68821
21 H -3.47027 1.48866 1.48519
22 H -2.78181 0.37528 2.69076
23 H -3.11792 -0.17759 1.02881

Here are the Löwdin charges for atoms 1 to 2, given in e: -0.30, -0.23

Most stable structure: w

w:
# C3H7NO

A 2-piece molecular cluster, C3H7NO overall (the ωB97M-V functional and the def2-TZVPD basis, the OMol25 dataset).

Results
**Frontier orbital gap (alpha / beta)**: 5.1 / 1.2 eV
**Charge**: +1
**Highest occupied orbital energy (alpha / beta)**: -10.66 / -10.66 eV
**Multiplicity**: 2

Atoms and positions in Å:
1 C 2.11794 -1.61316 5.93749
2 N 1.57068 -2.13108 4.93140
3 H 2.97053 -2.13235 6.56500
4 H 2.36616 -0.52780 6.05364
5 H 0.80776 -1.84260 4.40014
6 C -1.39008 1.67062 -3.15215
7 C -1.36203 0.60259 -4.00399
8 O -1.56411 0.78629 -5.32766
9 H -1.27885 1.63514 -2.11974
10 H -1.71117 2.56467 -3.53870
11 H -1.31601 -0.55368 -3.95299
12 H -1.21082 1.54135 -5.79245

Here are the Löwdin charges for atoms 1 to 2, given in e: -0.17, 0.02

x:
# C3H7NO

An isolated ion of composition C3H7NO and charge +1 (the ωB97M-V functional and the def2-TZVPD basis, the OMol25 dataset).

Results
**Frontier orbital gap (alpha / beta)**: 13.0 / 7.0 eV
**Charge**: +1
**Highest occupied orbital energy (alpha / beta)**: -17.17 / -16.69 eV
**Multiplicity**: 2

Atoms and positions in Å:
1 C 0.10245 -1.96751 0.15069
2 N 0.79207 -0.76934 0.06460
3 C -0.03911 0.34752 -0.62514
4 C -0.27329 1.54793 0.38334
5 O 0.50337 -3.07599 0.03652
6 H -1.01739 -1.76126 0.28066
7 H 1.82163 -0.75657 0.00021
8 H -1.17426 0.01811 -0.80496
9 H 0.57438 0.68799 -1.50951
10 H 0.26099 1.48253 1.39352
11 H -1.36308 1.59267 0.63674
12 H -0.18776 2.65392 -0.00670

Here are the Löwdin charges for atoms 1 to 2, given in e: -0.27, 0.23

Most stable structure: x

w:
# C4H11O2S

C4H11O2S as an isolated structure (the ωB97M-V functional and the def2-TZVPD basis, the OMol25 dataset).

Results
**Frontier orbital gap**: 6.3 eV
**Charge**: -1
**Highest occupied orbital energy**: -4.16 eV

Atoms and positions in Å:
1 C 2.23797 0.39775 -0.73760
2 O 2.38122 -0.60651 0.16611
3 C 0.89495 0.30385 -1.50062
4 C -0.26122 0.32828 -0.58589
5 C -1.61294 -0.14315 -1.00344
6 S -2.68050 -0.41986 0.41372
7 H 2.27627 1.39974 -0.26605
8 H 3.03942 0.40304 -1.49775
9 H 0.88569 -0.64499 -2.03442
10 H 0.79997 1.09586 -2.23234
11 H -0.32867 1.20247 0.06967
12 H -0.08070 -0.54888 0.26044
13 H -2.02135 0.59752 -1.69900
14 H -1.51610 -1.06627 -1.55483
15 H -0.05936 -1.21403 0.72632
16 H 0.54119 0.15560 2.36099
17 H 1.86654 -0.08968 1.43971
18 O 1.49231 0.28053 2.34685

Here are the Löwdin charges for atoms 1 to 2, given in e: -0.44, -0.29

x:
# C4H11O2S

A 2-piece molecular cluster, C4H11O2S overall (the ωB97M-V functional and the def2-TZVPD basis, the OMol25 dataset).

Results
**Frontier orbital gap**: 5.8 eV
**Charge**: -1
**Highest occupied orbital energy**: -2.46 eV

Atoms and positions in Å:
1 C -0.27078 -1.42438 -1.60753
2 O -0.82670 -0.24790 -2.28549
3 C 0.16326 -0.76043 -0.29826
4 C 1.02900 -1.45100 0.72175
5 C 0.99965 -0.87219 2.19228
6 S 0.90839 0.90265 2.45704
7 H 0.58967 -1.67084 -2.31794
8 H -0.96197 -2.30704 -1.51595
9 H 0.72702 0.11759 -0.69622
10 H -0.65478 -0.18292 0.18685
11 H 0.76684 -2.51326 0.63236
12 H 2.09799 -1.39910 0.43829
13 H 1.74593 -1.36399 2.70190
14 H 0.19597 -1.42882 2.75076
15 H -1.16952 4.58975 -0.21203
16 H -2.58473 4.48055 -0.39736
17 H -0.88046 0.59168 -1.97133
18 O -1.87479 4.93966 -0.77912

Here are the Löwdin charges for atoms 1 to 2, given in e: -0.21, -0.12

Most stable structure: x

w:
# C21H24N2O6

The molecule C21H24N2O6 (the ωB97M-V functional and the def2-TZVPD basis, the OMol25 dataset).

Results
**Frontier orbital gap**: 8.3 eV
**Highest occupied orbital energy**: -7.73 eV
**SMILES**: COC(=O)c1cc(NC(=O)COc2ccc(OC)cc2)ccc1N1CCOCC1

Atoms and positions in Å:
1 C 1.33472 -3.21013 2.60599
2 H 2.31929 -2.74768 2.70358
3 H 1.39133 -3.99593 1.84886
4 H 1.01152 -3.62263 3.55847
5 O 0.36676 -2.23927 2.24088
6 C 0.67506 -1.47334 1.18427
7 O 1.71699 -1.58836 0.57865
8 C -0.32397 -0.41507 0.91168
9 C 0.21390 0.77245 0.43129
10 C -0.56242 1.90926 0.26189
11 C -1.91273 1.85133 0.59422
12 C -2.46409 0.66268 1.02588
13 C -1.70635 -0.50598 1.17172
14 N -2.27510 -1.70727 1.55904
15 C -3.58512 -1.72542 2.17467
16 H -3.68703 -0.87136 2.84461
17 C -3.70314 -3.01512 2.99577
18 O -3.51391 -4.16103 2.20131
19 C -2.24611 -4.13275 1.58666
20 C -2.09018 -2.88039 0.72414
21 H -1.11191 -2.86240 0.24736
22 H -2.86145 -2.90025 -0.06436
23 H -2.18054 -5.03518 0.97654
24 H -1.45988 -4.14420 2.35441
25 H -4.70086 -3.10422 3.42869
26 H -2.95355 -2.99191 3.80135
27 H -4.39044 -1.70337 1.42304
28 H -3.52249 0.63879 1.23007
29 H -2.52624 2.72983 0.47999
30 N 0.07881 3.04855 -0.23056
31 C -0.44980 4.22428 -0.65969
32 O -1.60070 4.56709 -0.51758
33 C 0.60134 5.10531 -1.36116
34 O 0.96519 4.59783 -2.63210
35 C 1.59682 3.37732 -2.70781
36 C 2.61352 2.96412 -1.85260
37 C 3.14990 1.68833 -1.95476
38 C 2.70147 0.81388 -2.93793
39 C 1.73732 1.26244 -3.84511
40 C 1.18633 2.51709 -3.72524
41 H 0.42146 2.85420 -4.40625
42 H 1.41738 0.58973 -4.62448
43 O 3.13287 -0.46115 -3.10755
44 C 3.92666 -1.04596 -2.09777
45 H 4.10280 -2.06947 -2.42414
46 H 3.40063 -1.05979 -1.13871
47 H 4.88875 -0.53465 -1.99235
48 H 3.91769 1.39199 -1.25737
49 H 3.00764 3.63462 -1.10011
50 H 0.15113 6.07817 -1.56777
51 H 1.47243 5.24383 -0.70659
52 H 1.05738 2.88613 -0.43986
53 H 1.27090 0.79504 0.20682

Here are the Löwdin charges for atoms 1 to 2, given in e: -0.05, 0.10

x:
# C21H24N2O6

C21H24N2O6 as an isolated structure (the ωB97M-V functional and the def2-TZVPD basis, the OMol25 dataset).

Results
**Frontier orbital gap**: 7.3 eV
**Highest occupied orbital energy**: -8.74 eV

Atoms and positions in Å:
1 C -7.58475 -1.26953 1.96273
2 H -6.87307 -1.49345 2.75743
3 O -6.93201 -0.12145 1.09270
4 C -5.81562 -0.35807 0.56886
5 C -5.02577 -1.63135 0.57791
6 C -3.84273 -1.57690 0.23481
7 C -3.37204 -0.52002 -0.34867
8 C -4.09601 0.75886 -0.77715
9 C -5.40423 0.80111 -0.21437
10 N -6.08849 1.93097 -0.32914
11 O -5.56599 3.18801 -0.55259
12 O -7.43622 2.00512 -0.34647
13 H -3.67691 1.41577 -1.30349
14 C -1.90765 -0.30681 -1.07749
15 O -1.48755 0.51594 -1.88050
16 O -1.34081 -1.55619 -0.74902
17 C 0.07529 -1.84943 -1.38990
18 C 0.25755 -3.22935 -1.51569
19 H 0.45392 -3.52803 -0.67778
20 H 1.21346 -3.28074 -1.98589
21 H -0.54963 -3.64247 -2.26252
22 C 0.96731 -0.94428 -0.34367
23 O 1.80244 -1.59019 0.26739
24 N 1.03106 0.34754 -0.39584
25 H 0.42057 0.93415 -1.41122
26 C 2.01099 1.17815 0.24284
27 C 1.04754 1.87253 1.10231
28 H 0.47136 2.86482 0.43649
29 H 0.29147 1.42106 1.83169
30 H 1.67954 2.63888 1.82748
31 C 2.86776 2.08637 -0.69730
32 H 3.31330 2.71904 -0.17250
33 H 2.28397 2.51377 -1.38929
34 C 3.90572 0.98007 -1.34427
35 C 4.95567 0.62632 -0.33683
36 C 4.97710 -0.33604 0.33744
37 C 5.92974 -0.88317 1.05442
38 C 6.93407 0.00272 1.78843
39 C 6.97889 1.25595 0.90388
40 C 5.91323 1.69084 0.05934
41 H 6.16227 2.44568 -0.37073
42 H 7.66242 1.97035 1.35052
43 H 7.59337 -0.33576 2.27315
44 H 5.79829 -1.99078 1.74517
45 H 4.02563 -1.16400 0.01052
46 H 3.61013 0.16085 -1.76821
47 H 4.46974 1.57262 -2.08724
48 H 2.65198 0.35157 0.93496
49 H 0.08980 -1.07890 -2.51511
50 H -3.30732 -2.30479 0.34557
51 H -5.38534 -2.26642 1.22126
52 H -8.59327 -0.87662 2.13859
53 H -7.56017 -2.11430 1.17698

Here are the Löwdin charges for atoms 1 to 2, given in e: 0.09, 0.09

Most stable structure: w